{
  "formula": "C13H16N2O4",
  "method": "ωB97M-V/def2-TZVPD",
  "smiles": "CC(C)=N[C@@H]1CCC(=O)O1.O=[N+]([O-])c1ccccc1",
  "orbital_gap_ev": 8.31,
  "lumo_energy_ev": -0.484,
  "relative_energy_kj_mol": 604.8,
  "total_charge": 0,
  "multiplicity": 1,
  "symbols": ["C", "C", "C", "N", "C", "C", "C", "C", "O", "O", "H", "H", "H", "H", "H", "H", "H", "H", "H", "H", "H", "O", "N", "O", "C", "C", "C", "C", "C", "C", "H", "H", "H", "H", "H"],
  "xyz": [[-0.3902, 2.3970, 0.9614], [1.0907, 2.1824, 1.0530], [2.0437, 3.2937, 1.4932], [1.5627, 1.0449, 0.7203], [2.7045, 1.0964, -0.2010], [2.5570, 1.9611, -1.4830], [2.4110, 0.9182, -2.6091], [3.2522, -0.1926, -1.9578], [4.1020, -0.8143, -2.4152], [2.7914, -0.2596, -0.6705], [-0.8992, 1.4822, 0.6343], [-0.8278, 2.7158, 1.9125], [-0.5629, 3.1290, 0.1669], [1.5685, 4.0374, 2.1335], [2.4770, 3.8108, 0.6309], [2.8612, 2.8232, 2.0368], [3.6619, 1.3735, 0.2623], [1.9058, 2.8317, -1.4718], [3.5722, 2.3536, -1.6281], [2.8661, 1.2999, -3.5192], [1.3796, 0.6260, -2.7957], [-2.6760, -1.1646, -2.1774], [-2.7260, -0.9215, -0.9868], [-2.6948, 0.1986, -0.5072], [-2.8256, -2.0581, -0.0601], [-2.8267, -3.3456, -0.5671], [-2.8977, -4.4154, 0.3104], [-2.9705, -4.1891, 1.6782], [-2.9779, -2.8917, 2.1720], [-2.9045, -1.8175, 1.3002], [-2.7699, -3.5246, -1.6310], [-2.8932, -5.4272, -0.0724], [-3.0203, -5.0271, 2.3619], [-3.0372, -2.7176, 3.2379], [-2.9072, -0.8088, 1.6876]],
  "atomic_forces_ev_per_a": [[-0.2, -0.6, 0.9], [0.5, -0.2, 0.6], [-0.4, 0.1, -0.6], [-0.7, 0.8, -2.5], [-0.4, -0.8, 1.6], [1.0, -0.3, -0.3], [0.4, 0.8, 0.3], [-4.1, 2.6, 0.7], [3.0, -2.6, -1.5], [1.4, 0.1, 0.2], [0.3, 0.1, 0.2], [-0.1, 0.4, -0.2], [0.0, 0.2, 0.2], [-0.1, -0.1, -0.1], [-0.1, 0.1, 0.1], [0.0, 0.1, 0.0], [-0.1, -0.3, 0.2], [-0.4, -0.4, 0.2], [-0.2, 0.3, 0.0], [0.0, -0.3, -0.1], [0.1, -0.2, 0.1], [0.0, 0.1, 0.2], [0.0, 0.2, -0.1], [0.0, -0.2, -0.1], [0.0, -0.2, 0.2], [0.0, -0.2, -0.2], [0.0, 0.1, 0.1], [0.0, 0.0, 0.0], [0.0, -0.1, -0.1], [0.0, 0.2, 0.2], [0.0, 0.2, 0.0], [0.0, 0.0, 0.0], [0.0, 0.0, 0.0], [0.0, 0.0, 0.0], [0.0, 0.0, -0.2]],
  "nbo_charge": [-0.679, 0.386, -0.714, -0.478, 0.223, -0.444, -0.521, 0.807, -0.521, -0.507, 0.254, 0.217, 0.232, 0.228, 0.228, 0.231, 0.161, 0.225, 0.207, 0.224, 0.238, -0.371, 0.521, -0.387, 0.085, -0.208, -0.209, -0.176, -0.209, -0.207, 0.249, 0.223, 0.220, 0.223, 0.247]
}